# 1
C17H53AgF3O13 | ωB97M-V/def2-TZVPD

Energy above the lowest of the compared OMol25 structures with the same formula, charge and spin   57.0 kJ/mol
Lowest unoccupied orbital energy (spin up / spin down)   -0.49 / -3.82 eV
Calculated total energy   -57249.6916 eV

Structure (ORCA input):
```
! RIJCOSX wB97M-V def2-TZVPD def2/J DEFGRID3
* xyz 0 2
Ag -9.144 18.064 20.159
C -10.486 15.034 21.091
O -11.405 15.374 20.088
O -9.537 15.991 21.135
C -11.224 14.623 22.393
F -11.922 15.638 22.946
F -12.074 13.637 22.107
F -10.306 14.226 23.295
C -11.916 14.315 19.273
C -12.991 14.942 18.400
H -13.237 14.236 17.602
H -13.903 15.119 18.966
H -12.613 15.848 17.932
H -12.357 13.485 19.832
H -11.119 13.853 18.680
H -9.897 14.140 20.805
C -7.844 17.981 15.766
C -8.782 17.562 16.907
C -9.621 16.341 16.569
O -8.153 17.475 18.156
H -7.369 18.938 15.984
H -8.409 18.049 14.837
H -7.058 17.219 15.730
H -9.524 18.375 17.027
H -10.184 16.526 15.652
H -10.287 16.155 17.413
H -8.994 15.454 16.418
C -8.314 20.884 18.686
O -9.300 20.308 19.542
H -8.011 21.876 19.034
H -7.450 20.225 18.659
H -8.640 21.058 17.654
H -9.964 20.989 19.688
C -8.910 12.786 15.078
O -8.905 11.598 14.308
H -9.929 13.066 15.343
H -8.326 12.665 15.992
H -8.539 13.630 14.487
H -8.013 11.250 14.257
C -13.206 17.045 14.351
O -13.548 18.250 15.013
H -12.805 17.187 13.350
H -12.501 16.402 14.883
H -14.117 16.456 14.190
H -13.822 18.008 15.901
C -9.866 16.992 12.448
O -10.487 15.859 11.863
H -8.975 17.342 11.924
H -10.582 17.814 12.498
H -9.668 16.761 13.503
H -9.799 15.226 11.641
C -5.439 21.776 16.779
O -4.629 21.249 17.830
H -4.879 21.660 15.844
H -6.383 21.236 16.639
H -5.675 22.813 17.016
H -4.870 20.297 17.871
C -9.794 20.573 14.094
O -10.353 21.879 14.012
H -10.438 19.918 13.508
H -8.783 20.522 13.670
H -9.632 20.271 15.128
H -10.890 21.941 13.223
C -7.557 13.715 18.683
O -6.775 14.845 18.382
H -7.061 12.799 18.364
H -7.654 13.632 19.775
H -8.556 13.745 18.238
H -7.332 15.643 18.416
C -5.858 19.762 12.863
O -6.729 19.898 11.743
H -5.046 20.492 12.752
H -6.348 19.959 13.810
H -5.341 18.798 12.890
H -6.195 19.710 10.967
C -4.232 16.112 14.491
O -2.901 16.413 14.114
H -4.870 16.944 14.205
H -4.615 15.240 13.943
H -4.271 15.847 15.550
H -2.395 15.617 13.951
C -4.715 17.571 18.245
O -5.570 18.659 17.957
H -4.520 16.964 17.360
H -3.779 17.919 18.678
H -5.162 16.916 18.999
H -6.487 18.329 17.851
*
```

# 2
C2H4N4O | ωB97M-V/def2-TZVPD

Energy above the lowest of the compared OMol25 structures with the same formula, charge and spin   369.2 kJ/mol
Lowest unoccupied orbital energy   0.77 eV
Calculated total energy   -10143.3080 eV

Structure (ORCA input):
```
! RIJCOSX wB97M-V def2-TZVPD def2/J DEFGRID3
* xyz 0 1
C 0.373 0.381 -0.012
C -0.400 -0.634 0.554
H 0.059 -0.867 -2.479
H 0.543 1.479 -1.820
H -0.920 -1.462 -0.004
H -1.005 -0.632 2.520
N 0.671 0.479 -1.477
N -0.290 -0.401 1.837
N 0.418 0.678 2.066
N 0.967 1.114 0.908
O -0.416 -0.136 -2.093
*
```

# 3
C5H29NO10 | ωB97M-V/def2-TZVPD

Energy above the lowest of the compared OMol25 structures with the same formula, charge and spin   512.1 kJ/mol
Lowest unoccupied orbital energy   0.20 eV
Calculated total energy   -27618.3309 eV

Structure (ORCA input):
```
! RIJCOSX wB97M-V def2-TZVPD def2/J DEFGRID3
* xyz 0 1
C 0.596 1.232 -2.984
C -0.623 0.957 -2.021
C -0.110 0.901 -0.652
C 0.103 -0.268 0.006
N 0.649 -0.529 1.254
C -0.031 -1.141 2.125
H 0.691 2.329 -3.025
H 0.370 0.772 -3.949
H 1.605 0.976 -2.655
H -1.205 0.089 -2.298
H -1.183 1.863 -2.225
H 0.283 1.803 -0.227
H -0.310 -1.128 -0.625
H 0.416 -1.498 3.079
H -1.017 -1.478 2.028
H 1.683 -1.653 -1.731
H 2.024 -1.462 -3.178
O 2.288 -1.168 -2.303
H -2.317 -0.804 2.367
H -3.654 -0.408 1.661
O -3.142 -1.149 2.024
H -1.318 -2.987 -2.915
H -1.681 -1.454 -2.926
O -1.080 -2.122 -3.253
H 0.439 -3.389 -2.688
H 0.426 -3.163 -1.158
O 0.951 -3.492 -1.893
H -1.037 2.683 3.448
H -0.243 3.016 2.128
O -0.818 2.378 2.565
H 3.146 -0.679 1.022
H 2.777 0.373 -0.067
O 3.021 0.258 0.858
H -2.254 1.587 1.301
H -3.156 2.251 0.348
O -3.111 1.439 0.866
H -2.800 -1.063 -0.793
H -2.401 -2.475 -0.083
O -2.250 -1.848 -0.792
H 2.299 3.456 0.331
H 2.308 2.550 1.596
O 1.729 3.126 1.032
H 2.340 0.994 2.285
H 1.257 1.321 3.316
O 2.201 1.449 3.164
*
```

# 4
C4H12NO2 | ωB97M-V/def2-TZVPD

Energy above the lowest of the compared OMol25 structures with the same formula, charge and spin   153.5 kJ/mol
Lowest unoccupied orbital energy   3.68 eV
Calculated total energy   -9926.6335 eV

Structure (ORCA input):
```
! RIJCOSX wB97M-V def2-TZVPD def2/J DEFGRID3
* xyz -1 1
C -1.040 1.306 -2.306
N -0.469 0.998 -0.942
C 0.805 1.675 -0.839
C -0.566 -0.411 -0.542
C -0.761 -0.447 1.005
O -0.429 -1.666 1.530
H -0.462 1.211 -3.228
H -1.349 2.333 -2.096
H -1.841 0.588 -2.445
H 0.641 2.734 -1.066
H 1.497 1.326 -1.651
H 1.369 1.401 0.055
H -1.366 -0.804 -1.158
H 0.323 -0.999 -0.849
H -1.792 -0.138 1.261
H -0.036 0.245 1.487
H 2.313 -1.377 1.246
H 1.057 -1.808 2.081
O 2.016 -1.446 2.152
*
```